# 1
DFT (ωB97M-V/def2-TZVPD) results for a single C7H8O molecule.

XYZ file:
```
16
Properties=species:S:1:pos:R:3:lowdin_charge:R:1
C -1.1030 -0.0673 -0.2062 -0.36
C 0.0486 0.5543 -0.9640 -0.17
C 0.6955 1.2877 0.3700 -0.08
C 0.7285 0.0004 1.1738 -0.25
C 0.9625 -1.0942 0.2804 -0.18
C 1.1990 -0.5193 -1.1594 -0.06
C -0.4574 -0.8307 0.8360 -0.11
H -0.5757 1.2078 -1.7695 0.19
H 0.1409 2.1795 0.6852 0.11
H 1.6659 1.9157 0.0829 0.15
H 1.1461 0.1205 2.2227 0.17
H 1.4278 -2.0833 0.7179 0.18
H 0.8480 -1.1300 -2.1011 0.15
H 2.1596 -0.3684 -1.3542 0.05
H -1.1951 -1.4835 1.4368 0.19
O -2.2574 0.4571 -0.2380 0.04
```

The SMILES is O=C1[C@H]2C[C@@H]3[C@H](C2)[C@H]13. As for the total energy: -346.64735 Ha. The value obtained for the HOMO-LUMO gap is 10.36 eV.

# 2
DFT (ωB97M-V/def2-TZVPD) results for a single C7H8O molecule.

XYZ file:
```
16
Properties=species:S:1:pos:R:3:lowdin_charge:R:1
C 0.6445 1.4660 0.5859 -0.15
C 0.9322 0.4830 -0.5223 -0.17
C 1.0722 -0.9318 -0.6448 -0.13
C 0.2287 -1.6986 -0.0716 -0.13
C -0.7058 -1.0012 0.8090 -0.21
C -1.6179 -0.0785 -0.2348 -0.07
C -0.5711 1.0988 -0.0757 -0.18
H 0.7041 1.2714 1.6135 0.09
H 0.7392 2.5606 0.4256 0.13
H 1.5755 0.9553 -1.3457 0.15
H 1.8268 -1.5402 -1.2013 0.14
H 0.0864 -2.7528 -0.2333 0.11
H -0.1549 -0.5426 1.6721 0.15
H -1.7234 -0.7264 -1.1295 0.15
H -0.9525 2.0860 -0.6701 0.16
O -2.0840 -0.6490 1.0231 -0.02
```

The SMILES is C1=C[C@@H]2O[C@H]2[C@H]2C[C@@H]12. As for the total energy: -346.49708 Ha. The value obtained for the HOMO-LUMO gap is 9.59 eV.

# 3
DFT (ωB97M-V/def2-TZVPD) results for a molecular structure, C7H8O2.

XYZ file:
```
17
Properties=species:S:1:pos:R:3:lowdin_charge:R:1
C 0.1699 0.8090 0.7872 0.07
C 1.0676 0.2115 0.0002 -0.22
C -0.6730 -0.1156 -1.7320 -0.49
C 0.0748 -0.7758 -0.6149 -0.03
C -0.9771 -0.0445 0.2436 -0.35
C 2.4893 0.5215 -0.1676 -0.03
C -2.0928 -0.6265 1.1373 0.05
O -0.5159 -0.1008 -2.9214 0.13
O -1.5018 0.5808 -0.9939 0.12
H 0.0830 1.4499 1.6548 0.12
H 0.2368 -1.8196 -0.5657 0.15
H 3.2017 -0.2405 0.1879 0.09
H 2.5912 1.4514 0.3944 0.08
H 2.5758 0.8383 -1.2035 0.09
H -1.7621 -0.4098 2.1270 0.08
H -2.0890 -1.6539 0.8429 0.09
H -2.8783 -0.0753 0.8238 0.05
```

As for the total energy: -421.92222 Ha. The value obtained for the HOMO-LUMO gap is 10.15 eV.

# 4
DFT (ωB97M-V/def2-TZVPD) results for a single C7H8O2 molecule.

XYZ file:
```
17
Properties=species:S:1:pos:R:3:lowdin_charge:R:1
C 2.6599 0.5635 0.3938 -0.01
C -2.8606 0.3095 0.2910 -0.04
C 0.5961 -0.2905 -0.6820 -0.16
C 1.9507 -0.6043 -0.2680 -0.42
C -1.4374 0.0681 -0.0375 -0.21
C -0.7199 -1.2528 -0.2920 -0.11
C -0.3654 0.8155 -0.3144 0.04
O -0.1634 -1.2733 -1.5059 0.05
O 2.4650 -1.7020 -0.3754 0.08
H -0.7496 -2.1590 0.3029 0.16
H -0.1975 1.8774 -0.3220 0.11
H 3.7352 0.4133 0.3351 0.08
H 2.4296 1.5135 -0.0847 0.08
H 2.3512 0.6166 1.4369 0.09
H -3.5062 -0.0372 -0.5190 0.09
H -3.0396 1.3716 0.4455 0.08
H -3.1481 -0.2299 1.1957 0.08
```

The SMILES is CC(=O)[C@]12C=C(C)[C@H]1O2. As for the total energy: -421.86812 Ha. The value obtained for the HOMO-LUMO gap is 8.65 eV.

# 5
DFT (ωB97M-V/def2-TZVPD) results for a single C7H8O2 molecule.

XYZ file:
```
17
Properties=species:S:1:pos:R:3:lowdin_charge:R:1
C -1.5655 -0.6690 0.7263 0.00
C -0.9204 0.4526 0.3566 0.01
C -1.6854 -2.2504 0.1094 -0.40
C 1.0752 0.0852 -0.4057 -0.11
C 0.7172 -1.4462 -0.0472 -0.13
C 0.1389 1.2848 0.0722 -0.23
C 0.3132 2.7007 -0.2737 -0.07
O -2.5276 -3.0647 0.1768 0.16
O -0.4246 -2.3143 -0.4428 -0.04
H -1.7470 -0.7775 1.7938 0.09
H 2.0853 0.1926 0.0034 0.11
H 1.1326 0.1589 -1.4937 0.11
H 1.5305 -2.0087 -0.5151 0.12
H 0.7980 -1.5436 1.0393 0.13
H 0.1660 2.8641 -1.3439 0.09
H 1.3222 3.0229 -0.0189 0.08
H -0.4087 3.3125 0.2633 0.08
```

The SMILES is CC1=C=CC(=O)OCC1. As for the total energy: -421.84611 Ha. The value obtained for the HOMO-LUMO gap is 9.18 eV.

# 6
DFT (ωB97M-V/def2-TZVPD) results for a single C7H8O2S2 molecule.

XYZ file:
```
19
Properties=species:S:1:pos:R:3:lowdin_charge:R:1
C -2.3320 -1.1289 -0.2075 -0.11
C -1.4306 -2.0163 0.3632 -0.07
C -1.8895 0.0478 -0.8135 -0.06
C -0.0510 -1.8896 0.1423 -0.01
C -0.4868 0.1248 -1.1066 -0.02
C 0.3831 -0.8346 -0.6446 -0.33
C 2.3305 1.4426 0.4951 -0.18
O 2.4406 -1.0744 1.3621 -0.40
O 1.7082 -0.6069 -0.9737 -0.28
S 4.5474 -0.1593 -0.6599 0.35
S 2.8218 -0.2410 0.1594 0.35
H -3.3924 -1.0086 0.0955 0.11
H -1.7665 -2.9465 0.8602 0.12
H -2.6395 0.6642 -1.3017 0.10
H 0.6724 -2.4710 0.7403 0.12
H -0.1588 1.0250 -1.6012 0.11
H 1.3349 1.5326 0.0300 0.05
H 2.2675 1.5495 1.5817 0.08
H 3.0634 2.1107 0.0496 0.05
```

The SMILES is C[S@](=O)(=S)Oc1ccccc1. As for the total energy: -1218.32233 Ha. The value obtained for the HOMO-LUMO gap is 10.20 eV.

# 7
DFT (ωB97M-V/def2-TZVPD) results for a molecular structure, C7H8O3.

XYZ file:
```
18
Properties=species:S:1:pos:R:3:mulliken_spin:R:1
C -0.7323 1.9068 0.4597 0.01
C -2.1850 -0.9475 -0.6382 0.11
C -0.4097 0.4639 0.9296 0.13
C -1.2303 0.0900 -0.2898 0.50
C 0.5948 -0.1067 0.0601 0.57
C 1.0306 -1.4972 0.4592 0.01
C 1.5238 0.6937 -0.6892 0.02
O -0.6578 3.0386 0.7510 0.03
O -3.1309 -0.9006 -1.3271 0.33
O -1.2184 1.3935 -0.7484 0.10
H -1.8288 -1.8139 -0.0727 0.02
H -0.5041 0.2101 1.9325 0.03
H 1.6566 -1.9892 -0.3157 0.01
H 0.0794 -1.9675 0.9174 0.01
H 1.5676 -1.3235 1.3681 0.03
H 1.7852 0.3565 -1.6528 0.04
H 2.6002 0.7301 -0.2258 0.05
H 1.0590 1.6628 -0.9180 0.00
```

As for the multiplicity: 3. As for the total energy: -497.00831 Ha. The value obtained for the HOMO-LUMO gap (alpha / beta) is 6.36 / 7.22 eV.

# 8
DFT (ωB97M-V/def2-TZVPD) results for 2 unconnected molecules or ions with the total composition C7H8OS.

XYZ file:
```
17
Properties=species:S:1:pos:R:3:lowdin_charge:R:1
C 1.6010 -0.7730 -1.7521 -0.05
C 0.8661 -1.7298 -0.8949 -0.06
C 1.4510 0.5489 -1.5239 -0.17
C -0.0055 -1.3594 0.0722 -0.08
C 0.5958 1.1104 -0.6151 -0.49
C -0.1805 0.0466 0.1603 -0.42
C -1.8128 0.7909 2.1300 -0.26
O -0.4908 0.3918 2.0499 -0.20
S -1.2168 1.0618 -0.9784 0.91
H 2.2983 -1.1199 -2.5735 0.13
H 1.0201 -2.7800 -1.0412 0.10
H 2.1809 1.2071 -2.0461 0.13
H -0.5951 -2.0581 0.6100 0.12
H 0.7664 2.0825 -0.1127 0.13
H -2.1078 0.6473 3.1720 0.08
H -2.5289 0.1219 1.7097 0.05
H -1.8414 1.8112 1.6338 0.08
```

As for the total energy: -744.79683 Ha. The value obtained for the HOMO-LUMO gap is 8.77 eV.

Energy above the lowest of the compared OMol25 structures with the same formula, charge and spin across the listed records, respectively: 3.487, 7.576, 2.472, 3.944, 4.543, 0.242, 3.312, 3.131 eV.